[1]
C21H36O18 | the ωB97M-V functional and the def2-TZVPD basis

```
75
Properties=species:S:1:pos:R:3:forces:R:3:mulliken_charge:R:1
C -3.50998 -0.81828 4.76960 1.198 1.388 -1.038 -1.2246
C -2.40216 -0.06061 3.97628 -0.670 -0.206 -0.199 -0.0268
O -2.00165 1.15978 4.66648 0.098 0.183 -0.531 -0.3062
C -1.28772 2.08201 3.97727 0.489 -2.209 -3.232 0.7880
O -0.95691 1.96982 2.76508 -0.927 0.609 3.426 -0.5941
O -0.95868 3.03417 4.80367 0.436 0.200 1.084 -0.3187
C -0.29295 4.17753 4.31590 0.158 1.204 -1.539 -0.4353
H -3.59462 -1.78996 4.28301 0.092 -0.201 0.475 0.3518
H -4.43818 -0.28940 4.55316 -0.113 -0.029 0.637 0.3154
H -3.21569 -0.82397 5.81910 -0.473 -0.395 -0.032 0.3515
H -2.83541 0.18139 3.00579 0.335 0.267 -0.100 0.1755
H -1.53874 -0.70265 3.80194 0.188 0.225 0.190 0.2873
H -1.04657 4.76177 3.78786 0.071 0.359 0.165 0.3511
H 0.49312 4.01746 3.57796 -0.242 -0.806 0.048 0.0623
H 0.20991 4.78610 5.06748 -0.655 -0.521 0.624 0.2777
C 1.53752 -2.98727 -1.51110 0.056 -1.776 -0.577 -0.5247
C 1.30362 -3.79308 -2.80465 -0.715 0.063 0.434 -0.3865
O 1.24243 -5.23224 -2.46824 0.028 0.547 -0.475 -0.2097
C 1.20525 -6.18665 -3.42618 0.874 0.491 -2.532 0.6797
O 1.07199 -6.06848 -4.65579 -0.070 0.151 3.119 -0.5829
O 1.49651 -7.32991 -2.80971 -0.575 -0.068 0.616 -0.3332
C 1.52341 -8.56106 -3.51675 0.572 -0.444 -0.721 -0.6605
H 1.19451 -1.95687 -1.60458 0.407 -0.077 -0.138 -0.1665
H 2.59211 -3.12472 -1.27225 -0.148 0.558 0.521 0.4421
H 0.89987 -3.48746 -0.78219 0.253 0.234 0.379 0.1752
H 2.09605 -3.59676 -3.52689 -0.342 -0.254 -0.225 0.4211
H 0.31054 -3.47573 -3.12271 0.121 -0.325 -0.795 0.2574
H 2.41763 -8.62818 -4.13639 0.110 0.256 -0.029 0.2973
H 0.68925 -8.74660 -4.19340 -0.274 0.382 0.305 0.3024
H 1.60943 -9.36329 -2.78386 -0.261 0.292 0.134 0.2443
C -5.95231 -1.53752 0.07336 -0.321 0.459 -0.102 -1.1191
C -5.04815 -1.35401 -1.17448 -2.342 -0.116 0.360 -0.2388
O -3.88255 -2.08171 -0.88576 0.860 -0.285 -0.305 -0.3649
C -2.85100 -1.45462 -0.37038 2.268 0.864 -0.498 0.8199
O -2.75619 -0.25383 -0.12272 -0.125 -2.590 -0.182 -0.5980
O -1.74666 -2.31675 -0.30167 -1.124 2.122 0.385 -0.2179
C -1.86122 -3.71558 -0.54580 -0.821 -0.241 1.099 -0.8308
H -7.02866 -1.41490 -0.04724 0.053 0.422 -0.612 0.3935
H -5.65193 -0.81276 0.83006 0.102 -0.082 0.091 0.2724
H -5.90623 -2.53467 0.51115 0.569 -0.096 -0.245 0.3079
H -4.92444 -0.31331 -1.47404 0.668 0.095 0.688 0.2655
H -5.45802 -1.77730 -2.09149 -0.097 -0.576 0.263 0.3419
H -2.79915 -4.07377 -0.12143 -0.297 -0.031 -0.565 0.4029
H -1.14757 -4.19262 0.12593 0.532 0.092 -0.602 0.3059
H -1.75725 -3.95725 -1.60357 0.087 -0.057 0.187 0.2742
O 4.45342 7.48851 -1.74348 -2.522 -2.099 0.149 -0.5459
C 3.48962 6.79992 -2.04559 2.108 0.657 -2.022 0.6538
O 2.37455 7.27977 -2.62529 -0.316 1.767 1.704 -0.3318
C 1.62199 6.25060 -3.17533 -1.164 -0.245 -1.868 -0.3247
C 2.15867 5.01629 -2.56812 -0.591 -0.874 0.601 -0.1329
O 3.45451 5.44045 -2.24873 1.921 -0.095 1.430 -0.3111
H 0.54154 6.32618 -3.05274 0.110 0.548 0.268 0.3128
H 1.84717 6.31914 -4.23961 -0.231 -0.395 -0.263 0.2676
H 2.09210 4.10902 -3.16858 0.748 0.284 -0.431 0.2962
H 1.62438 4.70336 -1.67106 -0.036 0.374 0.460 0.1063
O 3.13319 1.59688 -1.95088 -4.456 -1.902 1.328 -0.6493
C 1.99022 1.16792 -1.61498 5.093 2.066 -1.369 0.7934
O 0.87974 1.42740 -2.26259 0.216 1.042 -2.601 -0.3879
C -0.18950 0.78691 -1.65541 -2.342 0.518 0.678 -0.1352
C 0.35511 0.67540 -0.26229 -2.712 -1.322 1.185 -0.1539
O 1.69459 0.47126 -0.53340 2.245 -0.608 1.079 -0.3949
H -1.09965 1.37808 -1.75657 0.266 0.496 0.298 0.3595
H -0.51969 -0.13294 -2.13805 0.880 -0.503 0.011 0.1391
H -0.11154 -0.15787 0.26306 0.463 -0.314 -0.093 0.1741
H 0.18868 1.49981 0.43108 0.109 0.567 -0.438 0.3120
O 5.26371 1.14191 4.08577 -1.852 1.265 -0.781 -0.6246
C 4.43469 1.74435 3.41187 5.098 -3.524 -0.203 0.6900
O 3.48290 2.46108 3.80536 -3.928 2.905 2.023 -0.3577
C 2.65817 2.87037 2.70915 -0.091 0.510 -1.277 -0.1992
C 3.52721 2.57012 1.50128 -0.431 -0.627 -0.169 0.4795
O 4.48093 1.70638 2.08042 0.916 -0.546 -1.420 -0.3631
H 1.72926 2.30371 2.64494 0.035 -0.052 0.570 0.1166
H 2.45423 3.93895 2.64092 -0.060 -0.002 1.052 0.3080
H 3.98599 3.44034 1.03186 0.220 -0.032 0.198 0.2014
H 2.96126 2.02046 0.74917 0.270 0.066 -0.051 -0.3230
```
Forces are in eV/Å.

- SMILES: CCOC(=O)OC.CCOC(=O)OC.CCOC(=O)OC.O=C1OCCO1.O=C1OCCO1.O=C1OCCO1
- Total charge: 0


[2]
C4H8S2 | the ωB97M-V functional and the def2-TZVPD basis

```
14
Properties=species:S:1:pos:R:3:forces:R:3:mulliken_charge:R:1
C -0.29403 1.22819 -0.79977 -1.989 0.070 2.276 -0.2562
C 0.17633 0.40948 0.40809 0.243 2.562 2.238 -0.8518
C -0.33350 -1.00369 0.47736 0.879 -1.914 2.170 -0.5814
C 0.24559 -2.18437 -0.41496 -0.522 1.771 1.084 -0.2304
H 1.19408 2.62112 1.21238 -0.939 0.416 -3.244 0.0844
H -0.15745 0.68102 -1.65983 0.515 -1.274 -2.218 0.3618
H -1.41097 1.32411 -0.64303 1.093 0.350 -0.460 0.2893
H -0.33693 1.01414 1.28816 0.697 -1.356 -1.342 0.3407
H 1.21670 0.73715 0.64951 -0.272 -1.394 -0.617 0.4096
H -1.42108 -0.83188 0.35794 0.405 -1.051 0.047 0.3394
H -0.07482 -1.40338 1.61554 -0.941 0.956 -2.670 0.2482
H 1.34752 -2.35686 -0.10562 -1.723 -0.245 -1.068 0.2719
S 0.59140 2.72565 -0.92985 1.152 0.791 3.057 -0.2202
S -0.74283 -2.96069 -1.45592 1.402 0.316 0.746 -0.2054
```
Forces are in eV/Å.

- Total charge: 0


Listing largest force on an atom for the structures above in their given order: 0.1206 0.0663 hartree/bohr.
Listing ΔE to the lowest compared entry with this formula, charge and spin for the structures above in their given order: 69.25 123.32 kcal/mol.
Listing E_HOMO for the structures above in their given order: -0.37960 -0.32906 Eh.